(1)
A molecular structure, C24H23AsBF5N10O7Rb at a distorted geometry, computed with ωB97M-V/def2-TZVPD.

Last column: Löwdin charge in e.
Geometry (Å):
Rb (0.794667, -0.217639, 0.553356)  0.91
C (-1.721202, -4.651897, 1.549862)  -0.07
C (-1.210114, -3.402461, 1.939967)  -0.17
N (-1.228034, -2.534070, 0.941004)  0.03
N (-1.759321, -3.196796, -0.105582)  -0.01
C (-2.057011, -4.468469, 0.228231)  -0.08
B (-1.818823, -2.598117, -1.516552)  -0.69
N (-0.425657, -2.518099, -2.119420)  -0.01
C (-0.063982, -2.222005, -3.388466)  -0.12
C (1.304477, -2.256235, -3.467741)  -0.06
C (1.708824, -2.624956, -2.170845)  -0.17
N (0.670843, -2.800110, -1.371919)  0.06
N (-2.539168, -1.211368, -1.447806)  -0.01
C (-2.614445, -0.289191, -2.433913)  -0.09
C (-3.528361, 0.670131, -2.064602)  -0.09
C (-3.980280, 0.231313, -0.809217)  -0.19
N (-3.388195, -0.896514, -0.445334)  0.07
N (-2.726092, -3.501915, -2.400766)  -0.03
C (-4.077020, -3.496043, -2.381000)  -0.10
C (-4.515953, -4.547652, -3.154577)  -0.09
C (-3.326762, -5.148362, -3.609193)  -0.19
N (-2.255767, -4.519551, -3.148508)  0.07
H (-1.828499, -5.547797, 2.137521)  0.08
H (-0.839599, -3.098549, 2.908329)  0.08
H (-2.471977, -5.143606, -0.503128)  0.11
H (-0.802050, -2.056480, -4.156182)  0.11
H (1.923745, -2.036860, -4.320494)  0.09
H (2.709988, -2.716361, -1.781104)  0.10
H (-2.018656, -0.373502, -3.324061)  0.10
H (-3.802101, 1.558139, -2.609208)  0.08
H (-4.690945, 0.694263, -0.140877)  0.09
H (-4.609097, -2.747212, -1.814193)  0.11
H (-5.535925, -4.827674, -3.359924)  0.07
H (-3.199839, -6.005002, -4.254759)  0.08
O (5.302657, -0.350292, -0.368978)  -0.06
C (4.230594, 0.277855, -0.507889)  -0.67
O (3.119833, -0.206857, -0.851526)  -0.18
C (4.297006, 1.791323, -0.261819)  -0.04
C (5.546026, 2.339405, -0.205141)  0.04
C (5.759543, 3.714524, 0.013806)  -0.17
C (4.694423, 4.563186, 0.224756)  0.05
C (3.417876, 4.047866, 0.160721)  -0.07
C (3.111855, 2.633220, -0.074554)  -0.32
O (1.943536, 2.203554, -0.041327)  -0.17
N (2.355879, 4.992547, 0.421190)  -0.35
O (2.631948, 6.007637, 1.066291)  0.00
O (1.254745, 4.815992, -0.069035)  0.03
N (7.090823, 4.250380, 0.032446)  -0.38
O (8.033914, 3.499905, -0.190904)  0.02
O (7.243010, 5.464840, 0.176535)  0.00
H (6.379326, 1.663437, -0.333389)  0.12
H (4.850737, 5.610647, 0.424908)  0.12
C (-1.238182, 4.253003, 2.790075)  -0.34
As (-0.944523, 2.716604, 1.604049)  1.06
C (-1.865408, 3.422162, 0.029645)  -0.31
C (-2.443065, 1.649848, 2.325507)  -0.34
H (-2.286693, 4.557988, 2.782289)  0.02
H (-0.609455, 5.075219, 2.447764)  0.01
H (-0.944622, 3.988849, 3.806550)  0.01
H (-2.874195, 3.745682, 0.294906)  0.02
H (-1.920944, 2.644052, -0.729626)  0.00
H (-1.282383, 4.255334, -0.357719)  0.01
H (-3.373821, 2.223637, 2.331609)  0.02
H (-2.201425, 1.354833, 3.349198)  0.01
H (-2.584063, 0.746781, 1.730956)  -0.01
F (1.847105, -1.515482, 2.623173)  0.09
C (0.933151, -1.056048, 3.445292)  -0.30
F (0.748846, 0.243935, 3.364767)  0.09
C (0.928458, -1.639528, 4.812211)  -0.57
F (2.005951, -1.296232, 5.554502)  0.15
F (0.916493, -2.975752, 4.738752)  0.16
F (-0.152626, -1.213406, 5.481113)  0.16

Forces on atoms 1 to 2 (eV/Å):
-0.08 0.16 -1.39
-0.04 -0.01 0.03

HOMO level (spin up / spin down) ... -2.67 / -2.67 eV
Multiplicity ... 2
Lowest unoccupied orbital energy (spin up / spin down) ... 3.62 / 2.77 eV
Frontier orbital gap (spin up / spin down) ... 6.29 / 5.44 eV
Net charge ... -2
ΔE to the lowest compared entry with this formula, charge and spin ... 28.3 kcal per mole

(2)
3 unconnected molecules or ions with the total composition C24H23FI2N3O6 at a distorted geometry, computed with ωB97M-V/def2-TZVPD.

Last column: Löwdin charge in e.
Geometry (Å):
C (-0.707929, 3.149434, 6.344385)  -0.12
C (-0.576554, 2.648073, 4.755173)  -0.20
C (0.159626, 3.879809, 3.895574)  -0.21
F (1.365398, 3.426069, 3.151372)  -0.08
C (-0.898909, 4.769928, 3.017915)  0.03
C (-1.342321, 6.252716, 3.575148)  0.10
N (-2.353786, 7.076136, 2.801329)  0.03
C (-2.999954, 6.633403, 1.500505)  0.05
C (-2.625430, 5.174210, 0.841520)  0.10
C (-1.539006, 4.181614, 1.634691)  0.08
C (-1.248484, 2.730808, 0.937376)  -0.24
O (-2.277230, 2.214021, 0.207826)  0.00
O (-0.001422, 1.966514, 0.937664)  -0.14
C (-0.060360, 0.740973, 1.736930)  -0.67
I (-1.793142, -0.153096, 2.718094)  0.95
C (1.250481, -0.012823, 1.879463)  -0.65
C (1.412945, -1.405670, 2.759742)  -0.19
I (3.095147, 0.740657, 0.872706)  0.76
H (-0.971038, 4.311428, 6.300604)  0.07
H (0.353462, 3.079198, 6.882215)  0.10
H (-1.525558, 2.564147, 6.943568)  0.09
H (0.088097, 1.670730, 4.794377)  0.12
H (-1.677533, 2.449163, 4.385255)  0.07
H (0.572756, 4.610914, 4.745090)  0.15
H (-0.867287, 6.637324, 4.576872)  0.15
H (-2.625286, 8.004704, 3.207586)  0.16
H (-3.791752, 7.295592, 0.941473)  0.15
H (-3.110454, 4.813274, -0.180451)  0.14
H (0.830010, -1.365046, 3.800710)  0.07
H (1.137399, -2.371210, 2.143327)  0.07
H (2.563651, -1.474324, 3.065573)  0.08
C (-1.607881, -2.316704, -1.872065)  -0.06
C (-0.768630, -2.280048, -0.757411)  -0.07
C (-0.151776, -3.448853, -0.307097)  0.00
C (-0.379834, -4.653534, -0.986438)  -0.14
C (-1.227972, -4.694635, -2.101084)  0.01
C (-1.841495, -3.519780, -2.540373)  -0.06
N (0.285767, -5.880787, -0.533340)  -0.32
O (1.013614, -5.807108, 0.467916)  0.06
O (0.085291, -6.918908, -1.179989)  0.07
H (-2.082168, -1.401713, -2.222843)  0.11
H (-0.592660, -1.338853, -0.240940)  0.08
H (0.499537, -3.403622, 0.563018)  0.08
H (-1.417689, -5.623615, -2.634705)  0.12
H (-2.499200, -3.540764, -3.406531)  0.11
C (4.079225, -2.998326, -5.237865)  -0.07
C (3.410508, -1.867834, -4.765694)  -0.07
C (2.038440, -1.725328, -4.981366)  0.00
C (1.341881, -2.727817, -5.670274)  -0.14
C (2.012136, -3.860102, -6.152096)  0.00
C (3.384964, -3.990144, -5.932776)  -0.06
N (-0.105172, -2.595970, -5.877942)  -0.32
O (-0.658511, -1.570699, -5.453277)  0.05
O (-0.691182, -3.518759, -6.461974)  0.06
H (5.148075, -3.107674, -5.062350)  0.11
H (3.958773, -1.098432, -4.226270)  0.11
H (1.531852, -0.838435, -4.607008)  0.12
H (1.484819, -4.643371, -6.692626)  0.12
H (3.913751, -4.866854, -6.300212)  0.11

Forces on atoms 1 to 2 (eV/Å):
0.68 0.95 -0.63
-0.10 0.27 1.14

HOMO level ... -10.98 eV
Lowest unoccupied orbital energy ... -6.12 eV
Frontier orbital gap ... 4.87 eV
Net charge ... +1

(3)
A molecular structure, C24H23FN2OS at a distorted geometry, computed with ωB97M-V/def2-TZVPD.

Last column: Löwdin charge in e.
Geometry (Å):
O (-1.907672, -1.305928, -1.769392)  0.09
C (-1.407036, -0.804102, -0.828833)  -0.41
N (-0.085926, -0.729577, -0.522186)  -0.09
C (0.496618, -0.314949, 0.630913)  -0.20
H (0.903613, -1.290020, 1.073036)  0.17
C (1.502328, 0.579212, 0.240320)  -0.18
N (2.384367, -0.098703, -0.558001)  -0.12
C (3.643000, -0.527310, -0.441472)  -0.13
C (3.966135, -0.806287, 0.910919)  -0.06
C (5.289284, -1.392787, 1.350281)  -0.08
C (6.133544, -1.420906, 0.405229)  -0.14
C (5.774676, -1.259741, -1.038712)  -0.13
C (4.674376, -1.009255, -1.388950)  -0.10
H (4.470860, -0.510820, -2.273521)  0.11
H (6.592771, -1.568339, -1.840801)  0.16
H (7.081238, -2.061881, 0.783454)  0.15
H (5.479598, -1.703148, 2.455421)  0.15
F (3.101903, -0.681868, 2.109635)  -0.07
C (1.862969, -0.390748, -1.931737)  0.04
H (1.259845, 0.384739, -2.280945)  0.11
C (0.627890, -1.483897, -1.495795)  0.01
H (1.027063, -2.229672, -0.733002)  0.17
H (0.091622, -1.734087, -2.197705)  0.02
H (2.373592, -0.961866, -2.371609)  -0.01
H (1.092469, 1.672081, -0.592336)  0.22
H (2.171916, 1.097719, 1.035824)  0.16
H (-0.215833, 0.084811, 1.311726)  0.12
C (-2.495743, 0.071665, 0.084111)  -0.56
C (-3.847549, -0.952256, 0.420122)  -0.11
C (-3.982408, -1.543678, 1.613389)  -0.13
C (-5.127992, -2.181134, 1.675643)  -0.07
C (-6.052124, -2.523064, 0.552382)  -0.03
C (-5.745386, -1.872654, -0.531636)  -0.21
C (-4.678572, -1.250807, -0.760719)  -0.06
H (-4.493060, -0.734287, -1.692398)  0.12
H (-6.420156, -1.867782, -1.333891)  0.11
H (-6.869947, -3.105851, 0.651658)  0.07
H (-5.325639, -2.724551, 2.955437)  0.19
H (-3.346763, -1.305591, 2.379191)  0.09
H (-2.214132, 0.282763, 1.176920)  0.10
S (-2.884060, 1.433252, -0.552682)  1.04
C (-1.764005, 2.620037, 0.072330)  -0.48
C (-1.465367, 2.702802, 1.213204)  -0.24
C (-0.380587, 3.434681, 1.597051)  0.03
C (0.327719, 4.290900, 0.545104)  -0.09
C (0.312999, 3.988602, -0.741197)  -0.16
C (-0.784407, 3.100289, -1.080783)  -0.02
H (-0.958402, 2.912336, -2.130277)  0.08
H (0.771444, 4.659811, -1.578483)  0.14
H (1.105493, 4.947839, 0.973563)  0.10
H (-0.104119, 3.773012, 2.572752)  0.09
H (-1.962439, 2.310994, 1.877434)  0.05

Forces on atoms 1 to 2 (eV/Å):
-0.54 -1.61 -2.69
-1.70 3.40 4.44

HOMO level ... -7.42 eV
Lowest unoccupied orbital energy ... 0.12 eV
Frontier orbital gap ... 7.55 eV
Net charge ... 0

Number 1: electronic energy -4786.6447 Eh. Number 2: electronic energy -2238.3931 Eh. Number 3: electronic energy -1610.4850 Eh.